Record 1
A structure of composition C5H10O in a non-equilibrium geometry. Source: OMol25; level of theory: ωB97M-V/def2-TZVPD.

The geometry in XYZ format:
```
16
Properties=species:S:1:pos:R:3
O 1.7066 0.1347 1.5902
C 1.4933 -0.5944 0.4842
C 0.3120 -0.5723 -0.2712
C -1.1439 -0.7307 0.4080
C -1.7772 0.3387 -0.4522
C -0.3337 0.8110 -0.6072
H 0.9611 0.7413 1.7169
H 2.0542 0.8780 -1.1623
H 2.3216 -1.2627 0.2755
H 0.3948 -1.2127 -1.1530
H -1.1099 -0.4623 1.4663
H -1.4782 -1.7663 0.2922
H -2.1969 -0.0558 -1.3841
H -2.4908 1.0102 0.0260
H -0.0780 1.5631 0.1580
H 1.3650 1.1801 -1.3872
```

HOMO-LUMO gap (alpha / beta), eV: 8.24 / 7.10
DFT total energy, eV: -7388.9862
Relative energy (zero: lowest compared OMol25 entry of this formula, charge and spin), kcal per mole: 133.3



Record 2
A structure of composition C5H10O. Source: OMol25; level of theory: ωB97M-V/def2-TZVPD.

The geometry in XYZ format:
```
16
Properties=species:S:1:pos:R:3
C 0.9452 1.3325 -0.2515
C 0.0182 0.1591 -0.0124
C -1.2990 0.2880 -0.7589
C 0.6331 -1.2342 -0.1233
C -0.1685 -1.7534 1.0840
O -0.2559 0.0635 1.4465
H 0.4359 2.2829 -0.0553
H 1.8226 1.2650 0.3976
H 1.2836 1.3288 -1.2939
H -1.8916 -0.6216 -0.6240
H -1.1137 0.4419 -1.8269
H -1.8704 1.1527 -0.3963
H 0.3861 -1.7428 -1.0628
H 1.7286 -1.1875 -0.0283
H 0.5422 -1.9942 1.8940
H -1.1966 0.2193 1.6115
```

HOMO-LUMO gap, eV: 8.46
DFT total energy, eV: -7390.6723
Relative energy (zero: lowest compared OMol25 entry of this formula, charge and spin), kcal per mole: 94.4



Record 3
A cluster of 2 separate species, C5H10O in total. Source: OMol25; level of theory: ωB97M-V/def2-TZVPD.

The geometry in XYZ format:
```
16
Properties=species:S:1:pos:R:3
O -2.7540 0.2181 -1.2222
C -3.3209 0.2399 -0.0452
C 0.2265 0.7654 -0.1636
C 1.3601 0.5785 0.8660
C 1.6379 -0.8078 0.2466
C 0.2175 -0.7757 -0.3606
H -1.7788 0.1211 -1.2187
H -0.6853 1.2595 0.1907
H -2.4867 0.1361 0.7101
H 0.5794 1.2814 -1.0629
H 0.9594 0.4906 1.8810
H 2.1686 1.3146 0.8670
H 2.4026 -0.7498 -0.5345
H 1.8830 -1.6327 0.9212
H -0.5067 -1.2668 0.3007
H 0.0974 -1.1724 -1.3755
```

HOMO-LUMO gap, eV: 9.55
DFT total energy, eV: -7390.5619
Relative energy (zero: lowest compared OMol25 entry of this formula, charge and spin), kcal per mole: 96.9



Record 4
An isolated molecule of C5H10O in a non-equilibrium geometry. Source: OMol25; level of theory: ωB97M-V/def2-TZVPD.

The geometry in XYZ format:
```
16
Properties=species:S:1:pos:R:3
C -1.4204 -1.1611 1.6691
C -0.3561 -0.4721 0.8994
C 0.4786 -0.1612 -1.6270
C 1.3317 0.8396 -0.8021
C 0.2694 1.5536 -0.0518
O -0.4850 0.8236 0.7377
H -1.2482 -1.1006 2.7511
H -1.4663 -2.2238 1.3991
H -2.3964 -0.7175 1.4488
H 0.6137 -0.9250 0.7290
H 0.6720 -1.2320 -1.4686
H 0.5472 0.0350 -2.6929
H 1.8974 1.5101 -1.4530
H 2.0604 0.3785 -0.1111
H -0.5200 0.2527 -1.3581
H 0.0218 2.6000 -0.0695
```

HOMO-LUMO gap (alpha / beta), eV: 7.88 / 7.91
DFT total energy, eV: -7390.6929
Relative energy (zero: lowest compared OMol25 entry of this formula, charge and spin), kcal per mole: 93.9



Record 5
A cluster of 2 separate species, C5H10O in total. Source: OMol25; level of theory: ωB97M-V/def2-TZVPD.

The geometry in XYZ format:
```
16
Properties=species:S:1:pos:R:3
C 1.7962 -1.4174 0.3805
C 0.6339 -0.8477 0.7080
C -0.6962 -1.2803 0.1716
O 0.4999 0.1261 1.6607
H 2.6993 -1.2710 0.9724
H 1.8212 -2.1205 -0.4453
H -1.3187 -0.4675 -0.2036
H -1.2214 -1.7439 1.0119
H -0.5531 -2.0233 -0.6162
H 1.3821 0.4184 1.9281
C -1.5015 1.8078 -0.9374
C -0.1721 1.8035 -0.9258
H -2.0633 1.7286 -1.8664
H -2.0802 1.8149 -0.0130
H 0.3711 1.7935 0.0167
H 0.4028 1.6788 -1.8424
```

SMILES: C=C(C)O.C=C
HOMO-LUMO gap, eV: 9.81
DFT total energy, eV: -7392.9517
Relative energy (zero: lowest compared OMol25 entry of this formula, charge and spin), kcal per mole: 41.8



Record 6
An isolated molecule of C5H10O. Source: OMol25; level of theory: ωB97M-V/def2-TZVPD.

The geometry in XYZ format:
```
16
Properties=species:S:1:pos:R:3
C 2.2462 0.1526 -0.4541
C 1.1773 -0.7473 0.1574
C -0.2281 -0.4999 -0.4027
C -0.9552 0.6430 0.2826
C -2.4549 0.5027 0.4356
O -0.3649 1.6143 0.7080
H 1.9769 1.2039 -0.3245
H 3.2169 -0.0117 0.0248
H 2.3657 -0.0521 -1.5250
H 1.4446 -1.7989 -0.0048
H 1.1468 -0.5835 1.2418
H -0.8407 -1.4075 -0.3631
H -0.1818 -0.2258 -1.4673
H -2.6546 0.1063 1.4389
H -2.9320 1.4804 0.3586
H -2.8834 -0.1943 -0.2900
```

SMILES: CCCC(C)=O
HOMO-LUMO gap, eV: 10.57
DFT total energy, eV: -7394.6527
Relative energy (zero: lowest compared OMol25 entry of this formula, charge and spin), kcal per mole: 2.6



Record 7
A structure of composition C5H10O. Source: OMol25; level of theory: ωB97M-V/def2-TZVPD.

The geometry in XYZ format:
```
16
Properties=species:S:1:pos:R:3
C -1.8774 0.6380 -1.5593
C -0.7383 -0.3156 -1.1523
C 0.0989 0.4736 -0.1914
C 2.2980 -0.3052 1.2129
C -0.1055 0.0100 1.2041
O 1.0202 -0.8222 0.8420
H -1.4740 1.5835 -1.9344
H -2.5359 0.8629 -0.7123
H -2.4874 0.1832 -2.3456
H -0.1581 -0.5644 -2.0478
H -1.1681 -1.2492 -0.7496
H 3.0041 -1.1295 1.0926
H 2.5654 0.5313 0.5640
H 2.2867 0.0197 2.2597
H -0.9410 -0.6544 1.4701
H 0.1349 0.6948 2.0238
```

HOMO-LUMO gap, eV: 9.10
DFT total energy, eV: -7390.2131
Relative energy (zero: lowest compared OMol25 entry of this formula, charge and spin), kcal per mole: 105.0



Record 8
An isolated molecule of C5H10O in a non-equilibrium geometry. Source: OMol25; level of theory: ωB97M-V/def2-TZVPD.

The geometry in XYZ format:
```
16
Properties=species:S:1:pos:R:3
C 1.1741 0.4017 -1.0648
C -0.3918 0.0504 -0.3802
C -0.9674 -1.2199 -0.9886
C -0.3596 -0.0455 1.1399
C 0.1424 1.1776 1.8512
O 0.3942 2.2323 1.3188
H 1.1709 0.3044 -2.1693
H 1.8218 -0.3431 -0.6348
H 1.6132 1.4105 -0.8653
H -0.4726 1.0111 -0.8484
H -1.9835 -1.4938 -0.6564
H -0.9898 -1.1528 -2.0768
H -0.3165 -2.0630 -0.7031
H -1.3307 -0.3020 1.6142
H 0.2957 -0.8876 1.4322
H 0.2802 1.0451 2.9465
```

SMILES: CC(C)CC=O
HOMO-LUMO gap, eV: 10.73
DFT total energy, eV: -7392.9805
Relative energy (zero: lowest compared OMol25 entry of this formula, charge and spin), kcal per mole: 41.2



Record 9
A cluster of 2 separate species, C5H10O in total in a non-equilibrium geometry. Source: OMol25; level of theory: ωB97M-V/def2-TZVPD.

The geometry in XYZ format:
```
16
Properties=species:S:1:pos:R:3
C -0.3647 1.5669 1.3063
C 0.5295 0.5784 1.1263
C 0.0763 -0.3931 0.0699
C 0.3940 -1.6755 0.2245
C -0.1294 -2.7663 -0.7063
H -0.3351 2.1476 2.2314
H -1.3424 1.7706 0.9024
H 1.5030 0.5839 1.5898
H -0.5292 0.1107 -0.6789
H 1.0806 -2.0203 0.9838
H -1.1954 -2.7318 -0.4264
H 0.2333 -3.7853 -0.6329
H -0.0930 -2.3508 -1.7229
O -0.3212 2.9156 -1.4508
H 0.3254 2.9640 -2.1683
H 0.1683 3.0853 -0.6480
```

SMILES: C=C/C=C/C.O
HOMO-LUMO gap, eV: 9.56
DFT total energy, eV: -7392.5734
Relative energy (zero: lowest compared OMol25 entry of this formula, charge and spin), kcal per mole: 50.5



Record 10
A structure of composition C5H10O in a non-equilibrium geometry. Source: OMol25; level of theory: ωB97M-V/def2-TZVPD.

The geometry in XYZ format:
```
16
Properties=species:S:1:pos:R:3
C 2.3576 -0.5930 0.0279
C 0.2475 0.3447 -0.1526
C -0.4263 1.7222 0.0023
C -0.4706 -0.7773 -0.0945
C -1.9863 -0.7224 0.0016
H 2.4115 -0.9083 1.1985
H 3.4079 -0.2696 -0.3381
H 1.9878 -1.5659 -0.5152
H 0.1530 2.6190 0.1456
H -1.1736 1.6596 0.8453
H -1.0890 1.8891 -0.8168
H -0.0085 -1.7477 -0.1049
H -2.3910 0.4100 -0.4790
H -2.2476 -0.8908 1.3179
H -2.3574 -1.7190 -0.8993
O 1.5850 0.5493 -0.1389
```

HOMO-LUMO gap, eV: 9.35
DFT total energy, eV: -7390.6089
Relative energy (zero: lowest compared OMol25 entry of this formula, charge and spin), kcal per mole: 95.8



DFT total energy of number 5 (C5H10O)? -7392.9517 eV



What is the relative energy (zero: lowest compared OMol25 entry of this formula, charge and spin) in the second record? 94.4 kcal per mole



relative energy (zero: lowest compared OMol25 entry of this formula, charge and spin) of number 10 (C5H10O)? 95.8 kcal per mole